Entry 1:
{
  "formula": "C4H5B2F11O2Sn",
  "method": "ωB97M-V with the def2-TZVPD basis set",
  "elements": ["Sn", "B", "F", "F", "F", "F", "B", "F", "F", "F", "F", "C", "C", "O", "C", "O", "C", "F", "F", "F", "H", "H", "H", "H", "H"],
  "xyz": [[-2.195, -0.322, -1.428], [-4.200, -2.846, -0.931], [-4.974, -4.024, -0.912], [-4.889, -1.907, -1.622], [-3.864, -2.376, 0.305], [-3.045, -3.075, -1.566], [-0.742, 2.759, -2.668], [-1.655, 2.001, -3.372], [-0.400, 2.047, -1.534], [0.352, 2.903, -3.448], [-1.282, 3.990, -2.287], [2.287, 1.979, 2.661], [1.439, 1.294, 1.653], [1.881, -0.046, 1.541], [1.412, -0.930, 0.651], [0.434, -0.781, -0.123], [2.280, -2.226, 0.404], [1.555, -3.345, 0.302], [3.059, -2.071, -0.692], [3.096, -2.474, 1.469], [3.330, 2.086, 2.365], [2.321, 1.378, 3.569], [1.923, 2.944, 3.012], [1.481, 1.784, 0.679], [0.397, 1.262, 1.971]],
  "forces_ev_per_a": [[0.380, -0.223, -0.063], [-2.917, -2.804, 0.722], [0.518, 0.541, 0.408], [-0.663, 2.582, -1.138], [0.485, 1.211, 1.807], [3.824, 0.185, -2.052], [0.317, 2.354, -0.567], [-1.976, -1.828, -0.252], [-0.152, -1.992, 2.157], [1.175, 0.248, -0.615], [-0.150, -0.370, 0.010], [0.893, -0.117, 1.342], [-1.419, 1.052, -0.598], [0.547, -3.342, -1.442], [-1.627, 1.571, -1.793], [1.568, -0.080, 1.985], [1.373, -0.746, 1.613], [-0.269, 1.031, -0.648], [-1.028, 0.055, 0.852], [-0.346, 0.778, -0.778], [-0.114, 0.080, -0.314], [-0.064, -0.183, 0.066], [-0.235, 0.038, -0.557], [-0.031, -0.158, -0.136], [-0.089, 0.116, -0.010]],
  "homo_ev": -12.260,
  "multiplicity": 1,
  "gap_ev": 7.58
}

Entry 2:
{
  "formula": "C26H36BrN7O3",
  "method": "ωB97M-V with the def2-TZVPD basis set",
  "elements": ["C", "C", "N", "O", "C", "O", "O", "C", "Br", "C", "C", "N", "H", "H", "H", "H", "H", "H", "H", "H", "H", "H", "H", "C", "C", "C", "N", "C", "H", "H", "H", "H", "H", "C", "C", "C", "N", "C", "H", "H", "H", "H", "H", "C", "C", "C", "N", "C", "H", "H", "H", "H", "H", "C", "C", "C", "N", "C", "H", "H", "H", "H", "H", "C", "C", "C", "N", "C", "H", "H", "H", "H", "H"],
  "xyz": [[-2.085, -3.927, -4.020], [-0.586, -3.585, -4.473], [0.200, -4.807, -4.147], [-0.504, -3.586, -5.947], [0.748, -2.947, -6.218], [1.539, -3.093, -7.155], [1.087, -2.019, -5.174], [0.026, -2.143, -4.203], [-1.342, -0.738, -4.727], [0.411, -1.658, -2.730], [0.642, -2.816, -1.652], [-0.622, -3.175, -0.867], [-2.099, -3.873, -2.873], [-2.424, -4.956, -4.394], [-2.848, -3.176, -4.422], [0.083, -5.539, -4.862], [-0.147, -5.134, -3.225], [1.418, -1.097, -2.823], [-0.339, -0.873, -2.379], [1.173, -3.744, -2.044], [1.353, -2.371, -0.854], [-1.387, -2.608, -1.276], [-0.510, -2.795, 0.091], [0.969, -0.955, 4.228], [1.539, -2.207, 3.886], [1.547, -2.292, 2.516], [0.997, -1.140, 2.016], [0.648, -0.317, 3.055], [0.812, -0.564, 5.222], [1.904, -2.961, 4.567], [1.894, -3.071, 1.853], [0.872, -0.930, 1.039], [0.201, 0.648, 2.869], [2.526, -10.041, -4.584], [2.449, -8.951, -3.682], [1.989, -7.867, -4.389], [1.790, -8.262, -5.685], [2.110, -9.587, -5.812], [2.849, -11.047, -4.360], [2.701, -8.959, -2.632], [1.788, -6.851, -4.082], [1.460, -7.669, -6.430], [2.016, -10.090, -6.762], [-3.448, 2.716, 0.179], [-3.504, 3.206, 1.508], [-2.957, 2.244, 2.322], [-2.578, 1.190, 1.534], [-2.869, 1.472, 0.226], [-3.792, 3.219, -0.712], [-3.899, 4.157, 1.833], [-2.807, 2.218, 3.390], [-2.151, 0.340, 1.866], [-2.640, 0.764, -0.557], [-0.051, 4.251, 2.838], [-0.723, 4.712, 3.997], [-0.018, 5.787, 4.479], [1.059, 5.990, 3.656], [1.043, 5.060, 2.649], [-0.336, 3.420, 2.210], [-1.623, 4.302, 4.431], [-0.187, 6.422, 5.334], [1.753, 6.710, 3.772], [1.809, 5.055, 1.890], [-0.276, 10.618, 4.090], [-0.332, 11.107, 5.419], [0.215, 10.146, 6.233], [0.594, 9.091, 5.445], [0.303, 9.374, 4.136], [-0.621, 11.120, 3.199], [-0.727, 12.058, 5.744], [0.365, 10.120, 7.301], [1.021, 8.242, 5.776], [0.530, 8.666, 3.354]],
  "forces_ev_per_a": [[-0.335, 1.332, -0.067], [-1.768, -1.908, -1.388], [0.238, 1.077, 1.457], [2.703, 1.614, 0.076], [2.124, 0.088, -1.510], [-3.661, 0.158, 3.151], [-2.237, -2.281, 0.088], [0.024, 0.627, 0.874], [0.147, -0.583, -0.231], [1.541, -0.360, -0.147], [0.430, 0.893, 1.331], [0.443, 1.143, -0.640], [-0.072, -0.334, -1.688], [0.923, 1.434, 0.614], [1.161, -0.914, 0.611], [-0.307, 0.799, 0.499], [0.517, -0.106, -0.942], [-1.582, -0.863, -0.105], [0.991, -1.398, -0.326], [-0.888, 1.338, 0.217], [-0.787, -0.683, -1.439], [0.491, -0.570, 0.437], [-0.164, -0.530, -0.790], [-0.111, 0.204, -0.092], [0.067, -0.157, -0.188], [0.005, -0.118, -0.025], [-0.015, -0.071, 0.016], [-0.161, 0.113, 0.065], [0.021, -0.016, -0.106], [-0.026, 0.070, -0.082], [-0.012, 0.044, 0.091], [0.112, 0.048, 0.174], [0.095, -0.031, 0.057], [-0.042, -0.104, -0.231], [-0.078, 0.220, 0.058], [-0.008, 0.065, 0.068], [-0.049, -0.055, 0.068], [0.030, -0.049, -0.041], [-0.032, 0.094, -0.036], [-0.026, 0.013, -0.101], [0.130, -0.078, -0.004], [0.108, -0.109, 0.101], [0.032, 0.026, 0.104], [0.082, -0.162, -0.178], [0.033, -0.034, 0.249], [-0.077, 0.025, 0.073], [0.084, 0.021, -0.026], [-0.006, -0.019, -0.072], [0.041, -0.055, 0.080], [0.063, -0.087, -0.022], [-0.034, 0.011, -0.098], [-0.098, 0.136, -0.002], [-0.060, 0.081, 0.038], [0.257, 0.009, -0.182], [-0.012, 0.148, 0.203], [0.010, -0.048, 0.084], [-0.085, -0.032, 0.008], [0.054, -0.084, -0.047], [-0.024, 0.122, 0.017], [0.077, 0.072, -0.037], [-0.097, -0.108, -0.090], [-0.083, -0.161, -0.075], [-0.086, -0.025, 0.063], [0.098, -0.184, -0.171], [0.056, -0.035, 0.261], [-0.032, 0.045, 0.100], [0.012, 0.105, -0.066], [-0.007, 0.008, -0.087], [0.041, -0.062, 0.078], [0.039, -0.099, -0.017], [-0.035, 0.027, -0.103], [-0.059, 0.202, 0.006], [-0.123, 0.100, 0.031]],
  "homo_ev": -8.382,
  "multiplicity": 1,
  "smiles": "C[C@@]1(N)OC(=O)O[C@]1(Br)CCN.c1cc[nH]c1.c1cc[nH]c1.c1cc[nH]c1.c1cc[nH]c1.c1cc[nH]c1",
  "gap_ev": 8.53
}

Entry 3:
{
  "formula": "C6H18NO",
  "method": "ωB97M-V with the def2-TZVPD basis set",
  "elements": ["C", "C", "C", "C", "C", "C", "N", "H", "H", "H", "H", "H", "H", "H", "H", "H", "H", "H", "H", "H", "H", "H", "H", "H", "H", "O"],
  "xyz": [[1.806, 0.634, 1.588], [0.281, 0.537, 1.555], [-0.264, -0.151, 0.325], [0.150, -1.626, 0.175], [-0.757, -2.332, -0.852], [-0.701, -1.786, -2.288], [-0.280, 1.978, 1.499], [2.239, 0.519, 0.598], [2.249, -0.157, 2.200], [2.193, 1.573, 2.006], [-0.025, 0.241, 2.550], [0.115, 0.408, -0.524], [-1.343, -0.103, 0.418], [1.221, -1.705, -0.029], [-0.134, -2.123, 1.120], [-1.780, -2.357, -0.512], [-0.392, -3.361, -0.886], [-1.472, -2.288, -2.852], [-0.870, -0.708, -2.328], [0.254, -2.034, -2.742], [-0.669, 2.221, 2.417], [-1.044, 2.028, 0.816], [0.399, 2.688, 1.236], [-0.531, 3.399, -2.030], [-0.283, 1.871, -2.023], [-0.362, 2.633, -1.437]],
  "forces_ev_per_a": [[0.529, -0.148, 0.084], [1.302, 1.298, 0.096], [0.420, -0.837, 0.722], [-1.502, 0.232, 0.566], [1.384, -0.005, -0.678], [0.054, -0.226, 0.723], [-0.694, 0.026, 0.372], [-0.048, 0.116, -0.206], [-0.253, 0.015, -0.063], [-0.268, -0.136, 0.011], [-0.530, -0.833, -0.157], [-0.248, 0.183, -0.160], [-0.431, 0.012, -0.489], [-0.182, -0.219, 0.002], [0.746, 0.114, -0.095], [-0.342, 0.086, 0.334], [-0.293, -0.131, -0.008], [-0.214, 0.045, -0.372], [-0.039, -0.032, -0.114], [0.159, 0.175, -0.116], [0.172, 0.139, -0.300], [0.166, 0.128, -0.089], [0.166, -0.052, -0.167], [0.171, -0.761, 0.553], [-0.035, 0.136, -0.134], [-0.187, 0.673, -0.314]],
  "total_charge": 1,
  "homo_ev": -14.697,
  "multiplicity": 1,
  "gap_ev": 11.58
}